Computed, not measured: an isolated molecule of C2H4N4O2, with wB97M-V/def2-TZVPD.

The energy comes out at -12188.303 eV. As for the spin multiplicity: 1. The LUMO energy comes out at -0.28 eV. The structure (SMILES) is Nn1cnc(=O)n1O. As for the gap between HOMO and LUMO: 9.31 eV.

```
12
Properties=species:S:1:pos:R:3:forces:R:3
C 0.6631 1.2004 0.2575 1.937 -1.594 0.084
C -1.4034 0.4788 0.4052 -1.513 3.911 -3.414
H 2.0899 -1.6659 -0.4257 -0.963 1.817 1.193
H 1.8593 -1.1288 1.3491 -1.229 1.230 -4.551
H 1.6149 1.7499 0.5199 -0.957 -0.924 -0.952
H -2.1924 -0.4191 -1.1365 1.009 -2.034 -1.744
N 1.7614 -0.8298 0.1577 2.032 -3.526 2.762
N 0.7153 -0.1523 -0.3884 -1.147 2.870 0.296
N -0.4309 1.5675 0.7389 -2.045 -1.905 0.456
N -0.6611 -0.5713 -0.3088 -0.281 1.249 4.164
O -2.6335 0.8516 0.2013 5.029 -3.511 0.814
O -1.3827 -1.0810 -1.3702 -1.873 2.416 0.892
```
Forces are in eV/Å.

---

Computed, not measured: a structure of composition C48H68CoGeN6O5P3S, with wB97M-V/def2-TZVPD.

The energy comes out at -202904.040 eV. As for the spin multiplicity: 3. As for the expectation value of S²: 2.217. The LUMO energy (spin up / spin down) comes out at -0.42 / -2.59 eV. As for the gap between HOMO and LUMO (spin up / spin down): 7.00 / 5.07 eV.

```
133
Properties=species:S:1:pos:R:3:forces:R:3
Co -1.6790 -0.4537 -0.5530 0.096 0.662 -0.770
C 3.5822 -1.3232 -4.4416 -0.163 0.176 -0.059
C 3.0368 0.1031 -4.2992 -0.110 0.022 0.148
C 4.1849 1.0916 -4.5015 -0.134 0.027 -0.074
P 2.0058 0.2728 -2.7302 0.085 0.427 -0.232
C 3.3188 -0.1735 -1.5437 -0.111 -0.149 -0.242
N 2.9996 0.0206 -0.1599 -1.540 0.298 0.038
Ge 1.0058 0.0707 0.5951 1.184 0.551 1.808
N 0.7476 1.9961 1.1440 -0.396 -1.216 -0.471
C -0.4071 2.7714 0.7609 -0.190 -0.144 -0.194
P -1.9861 1.8032 0.8682 0.238 0.378 0.599
C -2.3838 1.9727 2.6917 0.104 -0.192 -0.140
C -1.3265 1.1823 3.4599 -0.254 0.056 -0.096
C -2.4985 3.3688 3.2998 -0.087 -0.058 -0.103
C -3.1822 2.9923 0.0445 -0.018 -0.246 -0.079
C -4.6029 2.7473 0.5619 0.008 -0.138 -0.043
C -2.8157 4.4791 0.0769 0.047 -0.114 -0.021
C 1.8776 2.7047 1.4659 0.529 0.189 0.119
C 2.0627 4.0829 1.2887 -0.204 -0.106 -0.064
C 3.2415 4.6917 1.6898 0.099 0.019 0.048
C 4.2766 3.9550 2.2454 -0.025 0.064 -0.043
C 4.1152 2.5863 2.4174 -0.084 -0.086 0.012
C 2.9267 1.9839 2.0546 -0.079 0.214 0.082
N 2.6259 0.6037 2.3103 -0.009 0.114 0.078
C 3.7228 -0.2682 2.0591 0.309 -0.079 -0.096
C 4.5523 -0.7999 3.0272 -0.051 0.064 0.055
C 5.6710 -1.5294 2.6482 0.042 0.032 -0.096
C 5.9524 -1.6834 1.2972 0.058 -0.012 0.179
C 5.1007 -1.1814 0.3291 -0.101 -0.022 -0.207
C 3.9344 -0.4908 0.6958 0.329 -0.473 0.392
C 1.9792 0.3369 3.5525 -0.149 0.002 0.235
C 2.2702 0.9871 4.7359 0.046 -0.036 -0.109
C 1.6905 0.5585 5.9224 -0.043 -0.057 0.055
C 0.8532 -0.5465 5.8943 0.082 0.076 0.092
C 0.5266 -1.1688 4.7013 0.009 -0.177 -0.175
C 1.0437 -0.7025 3.4795 0.284 0.221 0.528
N 0.6900 -1.1735 2.2427 0.058 0.493 -1.520
C -0.4498 -2.0477 2.2880 -0.272 -0.033 -0.164
P -1.5492 -2.2743 0.8111 0.592 -0.619 0.776
C -0.6653 -3.7173 0.0009 -0.185 0.030 -0.032
C -1.0602 -5.0820 0.5599 0.007 0.112 -0.046
C 0.8537 -3.5384 0.0093 -0.101 0.107 0.004
C -3.0397 -2.8724 1.7769 -0.103 0.253 -0.101
C -2.7832 -3.6621 3.0629 0.126 -0.047 -0.084
C -3.9054 -1.6474 2.0915 0.047 -0.042 -0.205
C 1.8416 2.1325 -2.4615 -0.018 -0.194 0.074
C 3.0446 2.8940 -1.9079 -0.012 -0.062 0.012
C 1.2554 2.8051 -3.7122 0.057 -0.075 0.116
H 3.9685 -1.4632 -5.4535 0.009 -0.006 0.024
H 2.8060 -2.0603 -4.2745 -0.166 -0.250 0.077
H 4.4045 -1.5059 -3.7472 -0.012 -0.004 -0.016
H 2.2981 0.2601 -5.0887 -0.001 -0.018 -0.089
H 4.9364 1.0085 -3.7144 0.003 0.027 -0.012
H 3.8423 2.1225 -4.5535 0.081 -0.020 0.010
H 4.6777 0.8626 -5.4495 0.045 0.007 -0.001
H 4.2076 0.4278 -1.7690 0.081 -0.092 -0.003
H 3.5535 -1.2238 -1.7675 0.025 0.066 0.020
H -0.3126 3.1906 -0.2550 -0.036 0.069 0.042
H -0.5102 3.6182 1.4457 0.077 0.079 -0.127
H -3.3459 1.4585 2.7863 -0.006 0.020 0.006
H -0.3938 1.7451 3.5143 0.010 -0.061 0.022
H -1.1195 0.2467 2.9483 -0.021 0.053 0.105
H -1.6525 0.9638 4.4784 -0.032 0.023 -0.002
H -1.5607 3.9197 3.2076 -0.005 0.035 0.010
H -2.7020 3.2609 4.3677 0.016 0.021 0.014
H -3.3000 3.9644 2.8705 -0.006 0.019 0.021
H -3.1955 2.6961 -1.0096 0.000 0.041 0.094
H -4.7082 3.0179 1.6116 -0.001 0.039 0.018
H -4.8826 1.7011 0.4346 -0.041 0.048 0.061
H -5.3085 3.3477 -0.0142 0.008 0.004 -0.007
H -2.7291 4.8714 1.0878 -0.002 0.014 0.002
H -3.6069 5.0344 -0.4305 0.014 0.038 0.004
H -1.8818 4.6833 -0.4475 0.000 0.054 0.003
H 1.2885 4.6841 0.8310 -0.003 -0.012 0.003
H 3.3493 5.7617 1.5640 0.009 -0.003 -0.024
H 5.1887 4.4399 2.5655 0.019 -0.006 -0.048
H 4.9002 1.9883 2.8630 0.016 -0.029 -0.016
H 4.3410 -0.6229 4.0737 -0.043 -0.011 0.007
H 6.3357 -1.9351 3.3985 -0.014 -0.012 0.003
H 6.8536 -2.2019 0.9954 -0.024 -0.020 -0.035
H 5.3515 -1.3190 -0.7135 -0.012 -0.037 0.049
H 2.9653 1.8160 4.7329 0.022 0.029 -0.031
H 1.9260 1.0512 6.8558 -0.015 0.016 -0.009
H 0.4445 -0.9357 6.8186 -0.020 0.005 -0.009
H -0.1139 -2.0396 4.7210 -0.009 0.068 0.065
H -1.1436 -1.6942 3.0603 0.033 -0.088 -0.069
H -0.1346 -3.0587 2.5791 -0.089 0.012 0.103
H -0.9611 -3.6915 -1.0406 -0.113 0.053 -0.077
H -0.6773 -5.2276 1.5713 -0.014 -0.035 0.011
H -0.6277 -5.8630 -0.0687 0.015 0.000 0.006
H -2.1421 -5.2104 0.5591 0.005 -0.076 0.041
H 1.2940 -3.7106 0.9923 -0.012 0.064 0.032
H 1.1363 -2.5366 -0.3247 0.095 -0.041 -0.077
H 1.2935 -4.2532 -0.6884 0.012 0.020 -0.005
H -3.5899 -3.4986 1.0817 0.025 -0.025 -0.074
H -2.4357 -3.0176 3.8715 -0.026 -0.026 0.027
H -2.0697 -4.4734 2.9387 -0.022 -0.015 0.042
H -3.7284 -4.1025 3.3862 -0.016 0.027 -0.001
H -3.3748 -0.9629 2.7616 -0.026 0.008 0.039
H -4.8273 -1.9600 2.5860 0.027 -0.012 0.059
H -4.1623 -1.1162 1.1765 -0.057 0.056 0.032
H 1.0852 2.1688 -1.6646 -0.081 -0.010 -0.094
H 3.9009 2.8642 -2.5793 0.000 0.016 0.013
H 3.3439 2.4956 -0.9365 0.046 0.059 -0.034
H 2.7689 3.9427 -1.7674 0.037 0.006 0.042
H 2.0517 3.1325 -4.3811 -0.018 -0.004 -0.008
H 0.6759 3.6915 -3.4435 0.008 -0.011 -0.009
H 0.6161 2.1302 -4.2822 -0.161 -0.014 -0.013
N -1.6743 0.9060 -2.0275 0.150 0.133 -0.346
C -2.9887 0.9148 -2.7118 -0.444 -0.150 0.313
C -4.1029 0.4859 -1.7306 0.156 0.266 -0.230
O -5.2674 0.7075 -2.0219 0.112 -0.057 -0.005
O -3.6678 -0.0477 -0.6485 -0.008 -0.373 0.192
H -1.4457 1.8551 -1.7549 0.155 -0.027 -0.005
H -0.9681 0.6042 -2.6949 0.196 0.034 -0.132
H -2.9756 0.2094 -3.5374 0.082 0.046 -0.049
H -3.2290 1.8975 -3.1171 0.031 -0.010 -0.021
O -3.3669 -2.8767 -1.0197 0.053 0.017 -0.057
C -2.8599 -2.5918 -2.0955 -0.277 -0.215 0.214
N -1.7466 -1.8175 -2.2470 -0.345 -0.200 -0.186
S -1.1792 -2.0019 -3.7754 0.305 -0.047 -0.305
O -0.1173 -2.9689 -3.7849 0.279 -0.041 -0.037
O -0.9189 -0.7391 -4.4281 -0.083 0.144 0.253
C -2.6260 -2.7779 -4.4571 0.011 0.088 0.526
C -2.9689 -3.1266 -5.7450 0.166 0.052 -0.219
C -4.1750 -3.7944 -5.9282 0.106 0.006 0.011
C -4.9856 -4.1175 -4.8452 -0.016 -0.014 0.087
C -4.6151 -3.7699 -3.5533 -0.055 0.029 0.047
C -3.4256 -3.0873 -3.3795 -0.176 -0.066 -0.216
H -2.3261 -2.8906 -6.5826 -0.014 0.017 -0.002
H -4.4823 -4.0720 -6.9276 0.004 0.004 -0.011
H -5.9154 -4.6449 -5.0119 -0.010 0.015 -0.017
H -5.2343 -3.9968 -2.6960 -0.006 -0.016 -0.005
```
Forces are in eV/Å.

---

Computed, not measured: an isolated molecule of C21H23ClN4O, with wB97M-V/def2-TZVPD.

The energy comes out at -42681.557 eV. As for the spin multiplicity: 1. The LUMO energy comes out at 0.11 eV. The structure (SMILES) is Clc1ccc(-c2nc(NCCCN3CCOCC3)c3ccccc3n2)cc1. As for the gap between HOMO and LUMO: 8.30 eV.

```
50
Properties=species:S:1:pos:R:3:forces:R:3
Cl -1.8188 -6.5472 -0.0880 0.028 -0.206 -0.001
C -2.0567 -4.8347 -0.0772 -0.011 0.250 -0.006
C -1.0369 -4.0013 -0.5114 -0.032 -0.178 0.025
C -1.2320 -2.6343 -0.5036 -0.180 0.085 0.064
C -2.4378 -2.0937 -0.0628 0.081 -0.543 -0.013
C -3.4493 -2.9472 0.3726 0.133 0.097 -0.057
C -3.2641 -4.3152 0.3657 0.064 -0.107 -0.020
H -4.0460 -4.9795 0.6997 -0.046 -0.068 0.020
H -4.3770 -2.5158 0.7131 -0.077 0.010 0.032
C -2.6429 -0.6410 -0.0514 -0.515 0.652 0.240
N -3.7434 -0.1794 0.4903 0.027 -0.695 0.027
C -3.9165 1.1588 0.5097 0.424 0.556 -0.245
C -5.0870 1.6855 1.0899 -0.013 0.162 -0.007
C -5.2899 3.0380 1.1240 -0.065 -0.180 0.044
C -4.3407 3.9143 0.5838 0.219 0.201 -0.115
C -3.1919 3.4293 0.0129 -0.023 0.081 -0.001
C -2.9542 2.0481 -0.0360 -0.392 -0.397 0.274
C -1.7975 1.4134 -0.6048 -0.142 -0.257 -0.029
N -1.6642 0.1016 -0.5965 0.320 0.327 -0.160
N -0.8251 2.1315 -1.2053 -0.125 0.423 0.070
H -0.8050 3.1252 -1.0482 -0.064 -0.102 -0.042
C 0.3788 1.5098 -1.6999 0.316 -0.253 0.171
H 0.8236 2.1731 -2.4458 -0.040 -0.060 -0.001
C 1.3820 1.2092 -0.5828 0.026 -0.124 -0.359
H 0.8870 0.5703 0.1486 -0.027 0.028 0.060
C 2.6314 0.5264 -1.1355 -0.164 0.216 0.204
N 3.6702 0.4169 -0.1269 0.069 -0.052 -0.108
C 4.9859 0.2012 -0.7061 0.219 0.010 0.266
C 6.0304 0.2155 0.4102 0.022 0.134 -0.387
O 5.7714 -0.7802 1.3700 0.076 -0.157 0.008
C 4.4879 -0.6048 1.9215 -0.384 -0.074 0.036
C 3.4049 -0.6331 0.8433 0.221 0.070 0.261
H 2.4340 -0.4611 1.3081 -0.015 -0.061 0.029
H 3.3973 -1.6282 0.3625 -0.039 0.032 0.017
H 4.3453 -1.4197 2.6330 -0.047 0.083 -0.012
H 4.4393 0.3586 2.4515 -0.024 -0.089 -0.009
H 7.0248 0.0077 0.0113 -0.052 0.078 0.000
H 6.0263 1.2061 0.8899 0.029 -0.058 -0.061
H 5.2009 1.0065 -1.4119 0.018 -0.033 -0.020
H 5.0416 -0.7642 -1.2404 0.014 0.049 -0.015
H 2.3628 -0.4583 -1.5566 0.051 0.011 -0.054
H 3.0293 1.1390 -1.9499 0.002 -0.061 -0.041
H 1.6802 2.1343 -0.0860 0.001 0.021 0.027
H 0.0839 0.5743 -2.1805 0.095 0.133 -0.097
H -2.4739 4.1227 -0.4032 0.010 0.084 -0.022
H -4.5186 4.9790 0.6184 0.011 0.071 -0.011
H -6.1877 3.4414 1.5693 -0.073 0.005 0.037
H -5.8041 0.9916 1.4989 -0.065 -0.084 0.040
H -0.4541 -1.9658 -0.8368 0.074 0.024 -0.039
H -0.1039 -4.4244 -0.8504 0.063 -0.052 -0.021
```
Forces are in eV/Å.

---

Which of these has the highest energy?
C2H4N4O2